C45H46ClIN6ORe | ωB97M-V/def2-TZVPD

XYZ file:
```
101
Properties=species:S:1:pos:R:3:forces:R:3:mulliken_spin:R:1
Re 0.4623 0.2926 0.3030 -0.2989 -1.0896 -1.3673 0.7538
C -1.7315 1.3708 1.9877 -0.1362 0.6948 0.2331 -0.0063
N -1.1914 -0.0030 1.9358 0.7915 0.3877 -0.4386 0.0081
C -0.4547 -0.2821 3.1907 0.2691 -0.1569 0.3082 -0.0020
C 0.9771 0.1919 3.1853 -0.1781 0.0552 0.4233 0.0244
C 1.5612 0.6966 4.3369 -0.0397 -0.0898 -0.1850 -0.0039
C 2.9057 1.0357 4.3351 -0.0958 -0.1352 -0.2707 0.0035
C 3.6360 0.8111 3.1784 -0.1282 -0.1421 0.0407 0.0020
C 2.9896 0.2978 2.0712 0.5795 0.0461 -0.1093 0.0203
N 1.6858 0.0142 2.0532 -0.3435 0.4868 -0.3322 0.0210
C -2.3131 -0.9515 1.8291 -0.2821 -0.6532 -0.3080 0.0155
C -2.7856 -1.2253 0.4255 -0.4360 -0.1114 -0.1640 -0.0053
C -4.0362 -1.8100 0.2371 0.2191 0.0708 0.0287 -0.0015
C -4.4175 -2.1699 -1.0426 0.1344 0.0231 0.0016 0.0007
C -3.5467 -1.9109 -2.0907 -0.0073 -0.0089 0.1403 -0.0009
C -2.3340 -1.3073 -1.8083 -0.2368 -0.2155 -0.4910 0.0069
N -1.9549 -0.9873 -0.5787 0.0853 0.3378 0.6838 -0.0058
C -1.9548 2.0409 0.6563 -0.5693 0.3672 0.1559 0.0099
C -2.7907 3.1539 0.6323 0.1191 -0.2294 -0.1200 -0.0009
C -2.8811 3.9254 -0.5129 0.1535 -0.1683 0.0131 -0.0007
C -2.1519 3.5333 -1.6240 -0.0657 -0.1616 0.1936 0.0013
C -1.3702 2.3967 -1.5310 0.1177 0.2505 -0.5593 0.0025
N -1.2529 1.6704 -0.4212 0.9447 -0.4012 0.6572 0.0249
H -2.6636 1.3997 2.5667 0.1318 -0.1018 -0.0789 -0.0019
H -1.0067 2.0061 2.5099 -0.1113 -0.1192 -0.0253 0.0036
H -0.9871 0.1292 4.0565 0.0410 -0.0206 -0.1297 -0.0029
H -0.4022 -1.3677 3.3319 -0.1095 0.1330 -0.0990 -0.0007
H 0.9654 0.8354 5.2255 -0.1056 -0.0077 0.0438 -0.0001
H 3.3702 1.4539 5.2140 0.0391 0.0485 0.0812 0.0000
H 4.6867 1.0389 3.1255 0.1471 -0.0116 -0.0306 0.0003
H 3.5329 0.0994 1.1569 -0.0421 0.1287 -0.0489 -0.0031
H -2.0067 -1.9187 2.2393 0.0388 0.1869 0.0651 -0.0008
H -3.1596 -0.6051 2.4353 0.2050 -0.0024 0.0033 0.0056
H -4.6799 -1.9949 1.0830 -0.1075 -0.0184 0.0934 0.0001
H -5.3679 -2.6494 -1.2177 -0.1055 -0.0091 -0.0172 0.0000
H -3.7979 -2.1772 -3.1037 -0.0278 0.0050 -0.1369 -0.0002
H -1.6330 -1.0881 -2.6021 -0.1170 -0.0468 0.0183 -0.0045
H -3.3278 3.4373 1.5234 -0.0722 -0.0293 0.1146 -0.0002
H -3.4885 4.8177 -0.5303 -0.0620 0.0365 -0.0073 0.0000
H -2.1725 4.1015 -2.5388 -0.0030 -0.0069 -0.1387 0.0002
H -0.8018 2.0767 -2.3922 0.0662 -0.0123 0.0221 0.0069
Cl 4.0693 5.8504 -1.9141 0.0948 0.0850 -0.0653 -0.0010
C 3.0728 4.7831 -1.0071 -0.3214 -0.1310 0.3060 -0.0057
C 2.2960 5.2822 0.0213 0.4886 -0.0020 -0.5153 0.0029
C 1.4907 4.4340 0.7651 -0.6768 -1.0824 0.3419 -0.0066
I 0.2530 5.0925 2.3282 0.3190 0.1335 -0.2426 0.0000
C 1.4166 3.0632 0.4935 1.1993 1.8568 -1.2373 -0.0133
O 0.6925 2.2685 1.1851 -1.0087 -3.4228 0.4430 -0.0059
C 2.2006 2.5473 -0.5790 -0.1659 1.0337 0.2959 0.0222
N 2.1030 1.2058 -0.7977 -0.0963 -0.2900 0.2857 -0.0135
C 2.9529 0.6645 -1.6575 -0.0857 -0.3581 0.1406 0.0014
C 3.8289 1.4231 -2.4360 0.1553 0.4797 -0.0602 -0.0033
C 3.8583 2.7912 -2.3088 -0.0369 -0.4361 0.0089 0.0012
C 3.0604 3.3974 -1.3215 -0.2704 0.1181 0.2596 0.0024
H 2.3232 6.3336 0.2553 0.0461 0.1552 -0.0403 0.0000
H 2.9548 -0.4120 -1.7431 -0.1004 0.0081 -0.0336 0.0023
H 4.4715 0.9181 -3.1388 0.0294 -0.0694 -0.0614 0.0003
H 4.4974 3.4024 -2.9260 0.1130 0.0161 -0.0523 -0.0003
C 2.3220 -3.4521 -5.2601 -0.0568 -0.1272 -0.0093 -0.0004
C 1.6757 -2.3746 -4.4469 -0.1641 0.3017 -0.1206 -0.0129
C 1.2719 -1.1811 -5.0361 -0.0789 0.0625 0.3727 0.0310
C 0.6967 -0.1734 -4.2607 0.1639 -0.1662 -0.2663 0.0341
C 0.2437 1.1005 -4.9089 -0.0672 -0.0306 0.0326 0.0025
C 0.5393 -0.3815 -2.9068 0.2065 -0.5478 0.5230 0.0052
C 0.9363 -1.5731 -2.2393 0.2825 0.5504 -1.9263 -0.0042
C 1.4881 -2.5697 -3.0887 0.0131 0.2777 0.4658 -0.0018
N 0.7988 -1.6316 -0.8805 -0.5015 2.6749 2.6588 0.0643
C 1.0392 -2.9177 -0.2246 0.2595 -0.4143 0.3805 -0.0641
C 0.6882 -2.8695 1.2687 0.1569 -0.0238 -0.1142 0.0795
C 0.9520 -4.2094 1.9646 -0.0853 -0.1040 0.1808 0.0001
C 0.1143 -5.3104 1.3233 0.0371 0.0411 -0.0455 0.0007
C 0.4627 -5.3728 -0.1602 -0.1893 -0.1989 -0.0856 0.0009
C 1.9466 -5.6897 -0.3433 -0.0944 0.1098 0.0729 0.0002
C 2.7886 -4.6289 0.3628 0.4572 -0.0763 0.0429 -0.0002
C 2.4289 -4.5695 1.8438 -0.0507 0.0583 -0.1108 0.0004
C 2.5491 -3.2611 -0.2684 -0.2204 -0.1667 -0.0460 -0.0084
C 0.1276 -4.0278 -0.8057 0.0549 0.0146 -0.0356 -0.0009
H 2.5274 -3.1165 -6.2711 0.0386 0.0149 -0.0927 -0.0004
H 1.6738 -4.3248 -5.3192 -0.0335 -0.0937 -0.0364 -0.0004
H 3.2564 -3.7696 -4.8025 0.0929 -0.0415 -0.0070 -0.0003
H 1.3940 -1.0328 -6.0995 0.0478 0.0137 -0.0847 0.0002
H 0.6657 1.1903 -5.9059 -0.0075 0.0814 -0.0527 -0.0006
H 0.5468 1.9711 -4.3295 0.0247 0.1146 0.0239 -0.0008
H -0.8424 1.1095 -5.0043 -0.0767 0.0841 -0.0338 -0.0004
H 0.0837 0.3862 -2.2975 -0.1204 0.0945 -0.0172 -0.0039
H 1.8129 -3.5212 -2.7125 0.0385 -0.0166 0.0946 0.0073
H -0.3647 -2.6151 1.3558 -0.1737 0.1180 0.0576 0.0207
H 1.2995 -2.1118 1.7580 -0.1088 -0.0456 -0.0503 0.0035
H 0.6883 -4.1139 3.0219 -0.0351 0.0363 0.0191 -0.0004
H -0.9502 -5.0981 1.4445 -0.0935 -0.0241 0.0181 0.0001
H 0.3170 -6.2668 1.8057 -0.0031 -0.0498 0.0502 -0.0001
H -0.1335 -6.1517 -0.6451 0.0001 0.0738 0.0150 -0.0005
H 2.1923 -5.7204 -1.4062 0.0528 -0.0517 -0.0996 0.0001
H 2.1676 -6.6734 0.0715 0.0287 -0.0616 -0.0075 -0.0001
H 3.8481 -4.8778 0.2535 -0.0263 0.0030 0.0184 0.0002
H 3.0459 -3.8221 2.3483 0.0707 0.0081 0.0539 0.0000
H 2.6170 -5.5326 2.3157 0.0351 -0.0625 0.0948 -0.0001
H 2.9492 -3.2443 -1.2762 0.0659 0.0376 -0.0056 0.0002
H 3.0737 -2.4886 0.3001 0.0814 0.0913 0.0503 -0.0040
H -0.9060 -3.7576 -0.5737 -0.0894 0.0461 -0.0224 0.0007
H 0.1908 -4.1091 -1.8853 -0.0171 -0.0088 0.0073 -0.0001
```
Forces are in eV/Å.

Computed properties:
Strongest force on any atom   3.80 eV Å⁻¹
2S+1   2
DFT total energy   -2981.879327 Ha
E_LUMO (spin up / spin down)   -7.22 / -7.04 eV
Net charge   +2
Energy relative to the best compared isomer or geometry (same formula, charge and spin)   28.6 kcal/mol
HOMO energy (spin up / spin down)   -0.4554 / -0.4542 hartree